9
Properties=species:S:1:pos:R:3:lowdin_charge:R:1 method="wB97M-V/def2-TZVPD" e_tot_ha=-801.259308 fmax_ha_per_bohr=0.074 e_above_lowest_kcal_mol=130.1 mol_weight_g_mol=121.5 gap_ha=0.2563 total_charge=-1
C -1.4459 0.1974 0.8490 -0.45
C 1.6099 0.6843 0.4866 -0.35
C 1.4472 -0.5138 -0.2715 -0.63
O 1.0516 -1.6114 -0.5127 0.07
O 1.8616 0.5555 -0.9893 -0.05
O -1.4793 -0.5668 -0.3433 -0.21
Cl -0.0755 1.5615 0.6083 0.72
H -2.2569 0.7862 0.6271 -0.07
H -0.7127 -1.0930 -0.4542 -0.02


13
Properties=species:S:1:pos:R:3:lowdin_charge:R:1 method="wB97M-V/def2-TZVPD" e_tot_ha=-232.399538 fmax_ha_per_bohr=0.032 e_above_lowest_kcal_mol=28.9 smiles="C/C=C/CO" mol_weight_g_mol=72.1 gap_ha=0.3839 total_charge=0
C 1.7426 1.0691 0.6797 -0.11
C 0.2978 0.7268 0.5968 -0.16
C -0.1043 -0.4814 0.2172 -0.12
C -1.4316 -0.8122 -0.3490 -0.25
O -1.2714 -0.8992 -1.7891 -0.08
H 2.0873 2.0859 0.8481 0.07
H 2.2057 0.5126 1.5128 0.08
H 2.2502 0.7084 -0.2131 0.08
H -0.4636 1.4495 0.8744 0.10
H 0.6728 -1.2208 0.0166 0.12
H -2.1475 0.0039 -0.2245 0.11
H -1.8456 -1.7669 -0.0035 0.11
H -1.9926 -1.3756 -2.1663 0.06


67
Properties=species:S:1:pos:R:3:lowdin_charge:R:1 method="wB97M-V/def2-TZVPD" e_tot_ha=-3509.703934 fmax_ha_per_bohr=0.054 e_above_lowest_kcal_mol=15.0 mol_weight_g_mol=499.5 s_squared=0.76 gap_ha="0.1617 / 0.1525" total_charge=+3 multiplicity=2
Ti -0.7090 0.5088 -0.0981 0.59
P -1.0305 -1.4200 -1.7089 0.76
P 1.7046 0.6061 -1.2237 0.81
P -2.7744 -0.1700 1.1262 0.73
H 0.7200 3.1213 -1.4070 0.08
C -0.1400 2.6409 -0.9411 -0.15
C -0.2069 2.6593 0.4828 -0.15
H 0.7305 2.7599 1.0237 0.08
C -1.9600 -0.7693 -3.1421 -0.21
C 0.2996 -2.3930 -2.5324 -0.23
C -2.0506 -2.8498 -1.1815 -0.23
C 2.8426 1.9428 -0.6872 -0.21
C 2.8982 -0.7639 -1.0878 -0.21
C 1.6118 0.9191 -3.0277 -0.22
C -3.1865 0.9980 2.4619 -0.24
C -2.5898 -1.7213 2.0752 -0.21
C -4.3618 -0.4466 0.2461 -0.26
H -1.0051 2.5997 -1.6143 0.07
H -1.0483 3.0716 1.0497 0.08
H -2.1649 -1.5961 -3.8349 0.08
H -1.3700 -0.0039 -3.6622 0.06
H -2.9082 -0.3275 -2.8111 0.05
H -0.1983 -3.1885 -3.1073 0.08
H 0.9602 -2.8681 -1.7941 0.05
H 0.8970 -1.7850 -3.2214 0.04
H -2.0736 -3.5704 -2.0134 0.08
H -3.0783 -2.5522 -0.9463 0.03
H -1.6009 -3.3400 -0.3068 0.06
H 3.6585 1.9837 -1.4209 0.08
H 3.2471 1.6763 0.2959 0.07
H 2.3950 2.9357 -0.6085 0.05
H 3.8958 -0.3354 -1.2560 0.08
H 2.7024 -1.5312 -1.8406 0.04
H 2.8735 -1.2275 -0.0918 0.04
H 2.5850 1.3070 -3.3452 0.08
H 0.8500 1.6705 -3.2563 0.05
H 1.3832 0.0187 -3.6037 0.04
H -4.1986 0.7560 2.8054 0.08
H -3.1626 2.0495 2.1547 0.02
H -2.4750 0.8619 3.2845 0.06
H -3.3620 -1.7067 2.8571 0.08
H -1.6075 -1.8552 2.5459 0.03
H -2.7630 -2.5712 1.4067 0.04
H -5.1562 -0.1694 0.9486 0.07
H -4.4690 -1.5004 -0.0233 0.04
H -4.4893 0.1479 -0.6718 0.00
C -4.3977 4.1223 -0.5447 -0.59
C -5.4913 4.2770 -1.4313 -0.10
C -6.1823 5.4945 -1.4712 -0.04
C -5.7778 6.5594 -0.6474 -0.04
C -4.6832 6.4036 0.2001 -0.06
C -3.9932 5.1951 0.2615 -0.11
S -3.6267 2.5604 -0.5178 0.85
H -2.3411 2.8856 -0.1159 -0.15
H -5.7729 3.4308 -2.0712 0.11
H -7.0375 5.6082 -2.1329 0.12
H -6.3432 7.4945 -0.6620 0.13
H -4.3785 7.2283 0.8350 0.12
H -3.1333 5.0760 0.9217 0.10
S 1.3281 -2.4026 2.7538 1.17
C 1.1155 -0.8629 3.5791 -0.28
C 0.6316 0.1225 2.7618 -0.18
N 0.3825 -0.3464 1.4740 -0.21
C 0.7657 -1.6525 1.3295 -0.49
H 1.3248 -0.7461 4.6309 0.10
H 0.4699 1.1685 3.0051 0.13
H 0.7700 -2.1760 0.3792 0.06


13
Properties=species:S:1:pos:R:3:lowdin_charge:R:1 method="wB97M-V/def2-TZVPD" e_tot_ha=-1533.838925 fmax_ha_per_bohr=0.311 e_above_lowest_kcal_mol=0.0 mol_weight_g_mol=466.2 s_squared=24.79 gap_ha="0.3079 / 0.2482" total_charge=+4 multiplicity=10
Ir -5.6402 1.9457 -4.4673 1.34
Ru -0.8043 0.3861 -0.1586 1.34
Cl -5.8480 0.4740 -2.7332 0.48
Cl -0.3890 1.9809 -1.6548 0.39
C 0.8906 -0.1661 -0.2221 -0.26
C -7.3603 1.4739 -5.0315 -0.23
C -4.7647 3.1270 -5.6176 -0.20
O 2.0072 -0.5069 -0.1519 0.33
O -8.4348 1.1204 -5.3418 0.30
O -4.1266 3.8383 -6.2845 0.30
O -1.0876 -0.8835 1.3947 -0.07
H -0.4212 -1.5934 1.3794 0.13
H -1.0129 -0.4742 2.2641 0.14


19
Properties=species:S:1:pos:R:3:lowdin_charge:R:1 method="wB97M-V/def2-TZVPD" e_tot_ha=-310.874755 fmax_ha_per_bohr=0.011 e_above_lowest_kcal_mol=115.8 mol_weight_g_mol=100.2 gap_ha=0.2888 total_charge=0
C -0.9754 -2.5646 0.5327 -0.07
C -1.2390 -1.1894 -0.0363 -0.22
O -0.6199 -0.1004 0.7206 -0.25
C -0.8747 1.2727 -0.1901 -0.01
C 0.8260 0.3931 0.8228 -0.06
C 0.6178 1.6361 -0.0163 -0.42
C 1.4563 1.6817 -1.2975 -0.09
H -1.2539 -2.6257 1.5884 0.08
H 0.0752 -2.8423 0.4180 0.07
H -1.5775 -3.3005 -0.0170 0.08
H -2.3112 -0.9471 0.0189 0.13
H -0.9618 -1.0970 -1.0894 0.11
H -1.4650 1.8075 0.5692 0.04
H 1.5396 -0.3407 0.4358 0.13
H 0.9909 0.5715 1.8911 0.13
H 0.7636 2.5726 0.5413 0.13
H 1.0775 2.4391 -1.9925 0.07
H 2.5093 1.9172 -1.0835 0.07
H 1.4224 0.7161 -1.8161 0.07


12
Properties=species:S:1:pos:R:3:lowdin_charge:R:1 method="wB97M-V/def2-TZVPD" e_tot_ha=-877.318593 fmax_ha_per_bohr=0.055 e_above_lowest_kcal_mol=25.2 mol_weight_g_mol=96.2 gap_ha=0.3089 total_charge=0
C 1.1491 1.3896 0.4208 -0.43
C 1.2422 -1.3544 0.4413 -0.43
H 0.5543 1.3602 1.3363 0.03
H 2.2051 1.4104 0.6728 0.03
H 0.9064 2.3035 -0.1232 0.03
H 2.3029 -1.3021 0.6927 0.03
H 0.6480 -1.3491 1.3594 0.03
H 1.0595 -2.2950 -0.0884 0.04
H -2.9578 -0.3726 -0.5319 -0.20
H -2.3090 -0.1079 1.2854 -0.19
S 0.7610 -0.0056 -0.6560 0.58
S -1.8084 0.0144 0.0450 0.48